ORCA calculation (the ωB97M-V functional and the def2-TZVPD basis) on the molecule C21H31BrN4O2.

XYZ file:
```
59
Properties=species:S:1:pos:R:3
C -4.74533 -1.14967 -5.89234
C -3.62506 -0.96527 -4.88278
N -3.76882 -1.82398 -3.71803
C -3.61003 -3.23795 -4.03086
C -3.46653 -3.89813 -2.66722
C -2.74520 -2.83426 -1.82116
C -2.80051 -1.53937 -2.65690
C -3.25593 -0.32550 -1.86158
N -2.29121 0.10725 -0.85912
C -1.00085 -0.49404 -0.57392
C -0.32898 0.52407 0.36644
C 0.54421 -0.16527 1.40046
O 0.12859 -1.08157 2.07882
N 1.79520 0.37127 1.53384
C 2.82081 -0.07384 2.40185
C 2.97592 -1.40170 2.75429
C 4.04503 -1.80160 3.54664
C 4.95197 -0.84614 3.95604
Br 6.43727 -1.36214 5.01297
C 4.80818 0.49362 3.63352
C 3.72275 0.90527 2.86360
N 3.51883 2.22836 2.47280
C 4.33829 3.31095 3.01188
C 4.04408 3.60297 4.48260
C 4.11340 4.54982 2.15652
C -1.51066 1.25856 1.01491
C -2.64755 1.07354 0.02842
O -3.71079 1.66064 0.02545
H -4.64190 -0.42932 -6.70393
H -4.73404 -2.14617 -6.33386
H -5.71276 -0.99761 -5.41247
H -2.64929 -1.15041 -5.36982
H -3.61747 0.07264 -4.54754
H -4.46118 -3.61346 -4.59638
H -2.69849 -3.39992 -4.63547
H -4.44941 -4.11707 -2.25155
H -2.91092 -4.83327 -2.72166
H -3.24961 -2.68382 -0.86510
H -1.71674 -3.11643 -1.59860
H -1.81095 -1.34836 -3.10834
H -3.46251 0.51830 -2.52229
H -4.19928 -0.56880 -1.36695
H -1.08951 -1.45544 -0.06216
H -0.41751 -0.63465 -1.48511
H 0.25365 1.23222 -0.22633
H 2.05350 1.10398 0.89128
H 2.25207 -2.12385 2.40794
H 4.16591 -2.83777 3.82514
H 5.53182 1.20813 3.99456
H 2.53879 2.48078 2.46554
H 5.37989 2.99996 2.89921
H 4.71423 4.37430 4.86374
H 3.01814 3.96492 4.58764
H 4.15222 2.71476 5.10396
H 4.72720 5.37720 2.51215
H 4.35727 4.35171 1.11352
H 3.06818 4.86621 2.21472
H -1.79667 0.78904 1.95832
H -1.33166 2.31631 1.19272
```

Calculated values
- Largest force on an atom: 0.202 eV/A
- HOMO-LUMO gap: 8.61 eV
- Energy relative to the best compared isomer or geometry (same formula, charge and spin): 0.175 eV
- Calculated total energy: -102379.637 eV
- Multiplicity: 1


ORCA calculation (the ωB97M-V functional and the def2-TZVPD basis) on a structure of composition C21H31F5P2Pt.

XYZ file:
```
60
Properties=species:S:1:pos:R:3
P 0.36429 -2.44966 0.39096
P -0.21574 1.99631 1.14940
C 0.02585 -0.69083 -0.65486
C 0.48251 0.74044 -0.29006
H -1.00298 -0.71430 -1.03457
H 0.82589 -0.91511 -1.44338
H 1.55464 0.85571 -0.50240
H -0.21803 1.41589 -0.79884
C -1.93827 2.43626 0.70524
H -2.22472 3.01973 1.59292
H -2.57190 1.53590 0.61473
H -2.04459 3.05992 -0.19928
C 1.13801 3.18888 1.11126
H 1.07717 3.88661 0.26748
H 2.11404 2.68446 1.11061
H 0.97737 3.72281 2.05291
C -1.02429 -3.63038 0.34719
H -0.90845 -4.17427 1.30637
H -0.92967 -4.33284 -0.49611
H -1.99936 -3.10650 0.30592
C 2.10419 -2.96694 0.16923
H 2.78351 -2.10415 0.28993
H 2.27924 -3.45931 -0.79755
H 2.25223 -3.69344 0.98998
Pt 0.08236 -0.32304 1.34296
C 0.50982 1.07431 -2.89887
C -0.84757 1.14329 -2.80181
C -1.70403 0.42133 -3.79841
C -1.30259 -1.05472 -4.09819
C -0.61255 -1.80328 -3.01531
C 0.76163 -1.81957 -2.85888
C 1.59623 -1.04914 -3.87624
C 1.17827 0.41783 -4.06352
C 0.16405 -1.64737 2.84830
H 1.18495 1.69281 -2.31441
H -1.39608 1.86290 -2.17891
H -1.74975 0.95993 -4.76103
H -2.73808 0.45580 -3.43200
H -2.24654 -1.56956 -4.33575
H -0.77171 -1.05856 -5.06595
H -1.24805 -2.42175 -2.37833
H 1.27593 -2.66224 -2.38339
H 1.59074 -1.52094 -4.86659
H 2.64121 -1.08793 -3.56063
H 2.09642 0.98599 -4.27903
H 0.61395 0.51065 -5.00494
H 0.83045 -1.19000 3.58123
H 0.55821 -2.65078 2.60477
H -0.85274 -1.70093 3.24801
F -2.46061 0.44160 3.38803
C -1.35583 1.03645 3.88777
C -0.14364 1.00606 3.15309
C 0.99795 1.36442 3.89584
F 2.24165 1.08769 3.38546
C 0.94359 1.97605 5.13497
F 2.06334 2.43272 5.75249
C -0.30744 2.15000 5.74416
F -0.39174 2.81725 6.91405
C -1.45464 1.64702 5.13994
F -2.64808 1.77052 5.76405
```

Calculated values
- ⟨S²⟩: 6.028
- Largest force on an atom: 4.303 eV/A
- Total charge: +2
- HOMO-LUMO gap (alpha / beta): 5.33 / 3.83 eV
- Energy relative to the best compared isomer or geometry (same formula, charge and spin): 7.119 eV
- Calculated total energy: -57661.323 eV
- Multiplicity: 5


ORCA calculation (the ωB97M-V functional and the def2-TZVPD basis) on a structure of composition C21H31F5P2Zn.

XYZ file:
```
60
Properties=species:S:1:pos:R:3
P -1.41140 1.24719 -0.91901
P -0.76421 -1.70471 0.47090
C -1.39629 -0.31699 -1.93893
C -1.74643 -1.56253 -1.12826
H -0.38180 -0.37172 -2.31050
H -1.98928 -0.24782 -2.86748
H -2.81458 -1.51816 -0.91280
H -1.52790 -2.44728 -1.73500
C 0.43565 -2.90693 -0.40932
H 1.38098 -3.09946 0.11003
H 0.72247 -2.59451 -1.42471
H -0.08695 -3.86853 -0.56878
C -1.58648 -3.03166 1.47669
H -1.65165 -3.93370 0.83286
H -2.59793 -2.75629 1.84748
H -0.99764 -3.31102 2.38909
C -1.75902 2.15691 -2.58373
H -1.84931 3.24860 -2.48409
H -2.69820 1.76607 -2.99775
H -0.98673 1.96809 -3.33597
C -3.10768 1.67412 -0.31643
H -3.55306 0.91096 0.35205
H -3.81050 1.93301 -1.12708
H -2.89178 2.56900 0.29658
Zn -1.57122 0.02241 1.57113
C 2.30506 -0.74975 -1.55587
C 1.75312 -0.97860 -2.76166
C 2.18168 -0.29649 -4.00622
C 2.44773 1.18959 -3.77581
C 1.43431 2.10425 -3.13645
C 1.24542 2.43011 -1.86974
C 1.92165 1.81679 -0.68409
C 2.71224 0.49366 -0.83157
C -2.85791 0.66009 3.09103
H 2.58308 -1.65500 -0.99175
H 1.01572 -1.76961 -2.93969
H 1.55535 -0.50980 -4.91269
H 3.15075 -0.80838 -4.16852
H 3.37565 1.22549 -3.19879
H 2.61002 1.59536 -4.77838
H 0.75920 2.47776 -3.91702
H 0.38460 3.04404 -1.58058
H 1.10883 1.68552 0.04581
H 2.61549 2.52209 -0.18698
H 3.75543 0.77117 -1.07191
H 2.71301 0.09002 0.20004
H -3.87733 0.25717 3.23136
H -2.92233 1.72699 2.79234
H -2.39035 0.64243 4.10239
F 1.03365 1.89392 2.59889
C 0.83685 0.80832 3.40779
C -0.22430 -0.06420 3.20875
C -0.44659 -0.88922 4.32206
F -1.72023 -1.28867 4.66140
C 0.54652 -1.21995 5.27184
F 0.36697 -2.20367 6.16876
C 1.67858 -0.43359 5.37673
F 2.65181 -0.68943 6.28445
C 1.72893 0.65349 4.50547
F 2.60830 1.64307 4.81167
```

Calculated values
- Largest force on an atom: 4.343 eV/A
- HOMO-LUMO gap: 7.13 eV
- Energy relative to the best compared isomer or geometry (same formula, charge and spin): 0.125 eV
- Calculated total energy: -102854.751 eV
- Multiplicity: 1


ORCA calculation (the ωB97M-V functional and the def2-TZVPD basis) on a cluster of 3 separate species, C21H31I2NO8P2S in total.

XYZ file:
```
66
Properties=species:S:1:pos:R:3
C 1.83704 -1.59950 -1.88475
C 1.91371 -0.19602 -1.21932
I 0.57762 -0.31177 0.50702
C 1.32315 0.91055 -2.14933
I 2.46000 1.14511 -3.95271
C 1.14263 2.23696 -1.38959
C -0.01502 2.97244 -1.68075
C -0.23368 4.15436 -0.98745
C 0.66680 4.64265 -0.03055
C 1.81429 3.89338 0.20532
C 2.07160 2.69737 -0.46311
S 2.98931 4.49700 1.42056
C 1.90181 5.42617 2.50767
C 2.21134 5.58735 3.85605
C 1.40256 6.34611 4.70130
C 0.26699 6.94689 4.14987
C -0.05913 6.75599 2.81545
C 0.74994 5.99059 1.96052
N 0.33757 5.88882 0.59478
H 0.77632 -1.75366 -2.14519
H 2.06978 -2.33133 -1.09654
H 2.49946 -1.68448 -2.75517
H 2.93874 0.06220 -0.92004
H 0.29608 0.57029 -2.36367
H -0.71095 2.60297 -2.43565
H -1.13614 4.73550 -1.21430
H 2.98758 2.13955 -0.26024
H 3.10154 5.14004 4.30323
H 1.65394 6.46704 5.75548
H -0.39391 7.57885 4.74771
H -0.97225 7.22825 2.43466
H -0.67912 5.89044 0.63848
C -0.80002 -2.86841 6.04611
O -1.01015 -3.59830 4.82582
P 0.26778 -3.64268 3.73305
O -0.44911 -4.28302 2.60110
O 1.10186 -4.71561 4.63625
C 0.50894 -5.97641 4.91701
O 1.66741 -3.19682 2.93545
C 2.38017 -2.06220 3.47063
H -1.63403 -3.07499 6.71289
H 0.12866 -3.17794 6.53263
H -0.76623 -1.79687 5.84361
H -0.25712 -6.24006 4.18764
H 0.06509 -5.96098 5.91558
H 1.28992 -6.73508 4.89987
H 2.66631 -2.24297 4.51030
H 1.76073 -1.16658 3.40692
H 3.27726 -1.90905 2.87537
C -4.20150 -2.79627 -3.83207
O -3.12650 -1.84789 -3.94270
P -1.89293 -2.21075 -5.02748
O -0.96272 -1.11506 -4.65095
O -2.83596 -1.82708 -6.30360
C -3.37163 -0.51285 -6.38672
O -0.87681 -3.06482 -6.04852
C -1.13541 -4.47664 -6.18344
H -4.99100 -2.34549 -3.23544
H -4.60161 -3.05088 -4.81693
H -3.85496 -3.70213 -3.33313
H -2.78941 0.20395 -5.80737
H -4.40383 -0.51196 -6.02795
H -3.37076 -0.20686 -7.43168
H -2.14937 -4.65130 -6.55171
H -0.99895 -4.97948 -5.22406
H -0.42372 -4.88665 -6.89623
```

Calculated values
- Largest force on an atom: 7.704 eV/A
- HOMO-LUMO gap: 6.15 eV
- Calculated total energy: -85763.002 eV
- Multiplicity: 1